(1)
Entry from OMol25: C9H14F6N2O3PPdSbSe4Si as an isolated structure (ωB97M-V/def2-TZVPD).

Element x y z (Å)
Pd1 -1.36290 0.29101 0.70450
O1 -1.86186 -1.54880 1.11072
N1 -0.85894 -2.38081 1.18596
N2 0.27486 -1.88068 1.04972
O2 0.47848 -0.58213 0.86833
C1 1.43958 -2.72725 1.10926
C2 1.28016 -4.09936 0.98847
C3 2.41233 -4.89255 1.05448
C4 3.66451 -4.31829 1.23319
C5 3.79493 -2.94181 1.34370
C6 2.67549 -2.12607 1.27961
H1 0.30337 -4.53128 0.83927
H2 2.31452 -5.96450 0.95806
H3 4.54177 -4.94769 1.27905
H4 4.77048 -2.49591 1.47801
H5 2.75802 -1.05354 1.35569
C7 1.09075 1.54730 -1.77734
Si1 0.41468 2.76229 -0.55252
C8 -0.16215 4.36810 -1.27957
C9 1.59583 2.98862 0.90267
O3 -0.90323 2.12634 0.32530
H6 2.04930 1.92494 -2.13867
H7 0.42755 1.41739 -2.63071
H8 1.25505 0.56958 -1.32476
H9 0.67244 4.85380 -1.78631
H10 -0.53997 5.04857 -0.51885
H11 -0.94380 4.19744 -2.01930
H12 2.52631 3.35892 0.46903
H13 1.79183 2.03533 1.39056
H14 1.22912 3.70901 1.62852
Se1 -4.74945 3.01263 0.32469
Sb1 -3.85909 0.79373 0.76838
Se2 -3.33572 0.99925 3.65587
Se3 -5.56183 -0.93956 1.04421
Se4 -1.15193 0.96702 3.47591
F1 -1.29715 -0.40848 -1.78512
P1 -2.63047 0.05879 -2.62244
F2 -1.73473 0.67667 -3.76309
F3 -3.98665 0.54492 -3.26965
F4 -2.72613 -1.36682 -3.28242
F5 -2.55934 1.49007 -1.77932
F6 -3.53605 -0.53618 -1.29311

Atomic forces in eV per Å
0.628 -0.301 0.328
0.116 0.021 -0.036
0.067 -0.070 0.052
-0.332 0.045 -0.006
-0.068 0.231 -0.119
0.156 -0.080 0.004
0.129 -0.007 0.008
-0.006 0.012 0.005
-0.013 0.023 -0.003
-0.021 -0.008 -0.003
-0.029 -0.089 -0.015
-0.034 -0.015 -0.009
0.002 -0.014 -0.001
0.023 -0.012 0.004
0.006 -0.002 -0.002
-0.006 0.023 0.005
-0.084 0.077 0.117
0.265 0.055 -0.233
0.000 -0.135 0.045
-0.157 -0.063 -0.095
-0.177 0.036 0.094
0.042 0.010 -0.031
-0.041 0.029 -0.033
0.031 -0.004 0.025
0.053 0.029 -0.028
-0.013 0.031 0.062
-0.034 -0.040 -0.037
0.071 0.032 0.005
0.036 -0.046 0.018
-0.028 0.052 0.043
-0.208 0.112 -0.059
0.556 -0.117 -0.003
-0.297 0.127 -0.017
-0.257 -0.069 0.036
-0.075 -0.067 -0.180
-0.131 0.004 -0.028
0.174 0.089 -0.098
0.044 -0.021 -0.078
-0.097 -0.012 -0.049
-0.006 0.009 0.009
-0.033 -0.038 0.116
-0.252 0.164 0.185

- Kohn-Sham gap (spin up / spin down) (eV) = 6.8 / 5.4
- charge = +1
- multiplicity = 6
- energy (hartree) = -11890.27685
- LUMO (spin up / spin down) (eV) = -5.423 / -6.878
- relative energy (zero: lowest compared OMol25 entry of this formula, charge and spin) (kcal/mol) = 0.0

(2)
Entry from OMol25: one molecule with the formula C9H14I2 at a distorted geometry (ωB97M-V/def2-TZVPD).

Element x y z (Å)
C1 1.11138 0.93513 1.71278
C2 0.86615 0.31214 0.30390
C3 2.14825 -0.32864 -0.12554
C4 0.55182 1.57805 -0.55481
I1 1.25666 1.41699 -2.64437
C5 -0.24811 -0.77890 0.32334
C6 -0.49520 -1.44419 -1.00774
C7 -1.90825 -1.09403 -1.42629
C8 -2.52185 -0.35076 -0.53431
I2 -4.40353 0.56039 -0.45829
C9 -1.67349 -0.29884 0.81643
H1 1.55369 1.94585 1.74793
H2 1.76840 0.39979 2.33489
H3 0.19557 1.07573 2.27995
H4 3.16008 0.28899 0.16210
H5 2.13276 -0.57824 -1.22451
H6 2.33195 -1.13193 0.64144
H7 -0.58254 1.61164 -0.69798
H8 0.94879 2.64793 -0.26953
H9 0.02020 -1.42691 1.16494
H10 -0.39825 -2.61313 -0.96656
H11 0.17535 -1.05414 -1.90614
H12 -2.27352 -1.28287 -2.39447
H13 -2.07127 -1.13339 1.54671
H14 -1.64504 0.74334 1.17613

Atomic forces in eV per Å
-0.997 1.012 0.032
0.590 2.281 0.636
3.262 0.048 1.243
-1.589 0.950 -1.046
-0.347 0.502 0.166
-0.597 1.292 1.595
0.637 -2.009 -2.606
0.571 0.675 0.392
0.550 0.024 2.819
0.329 -0.280 -0.324
-0.607 -0.943 -1.391
-0.068 -0.338 -0.766
0.780 -1.352 0.666
-0.324 -0.204 0.017
-2.591 -0.728 -1.232
0.454 -0.334 1.591
-0.331 -0.175 -1.391
1.546 0.411 0.178
-0.690 -2.568 -0.168
0.586 -0.417 -0.685
0.068 2.085 -0.122
-1.023 -1.025 2.071
-0.366 -0.406 -1.056
0.445 2.191 -1.102
-0.287 -0.694 0.485

- Kohn-Sham gap (eV) = 9.3
- energy (hartree) = -946.63749
- structure (SMILES) = CC(C)(CI)[C@@H]1CC=C(I)C1
- LUMO (eV) = 0.410
- relative energy (zero: lowest compared OMol25 entry of this formula, charge and spin) (kcal/mol) = 0.0

(3)
Entry from OMol25: C9H14I2N2O2RbSbSe4 as an isolated structure at a distorted geometry (ωB97M-V/def2-TZVPD).

Element x y z (Å)
Rb1 0.15941 -0.49049 -0.20085
I1 -2.67835 -2.49819 -0.95620
I2 -4.83664 -4.83705 -0.42869
C1 -3.76818 1.07114 0.51701
C2 -2.75836 2.11401 0.20146
N1 -1.48904 1.93116 -0.07303
C3 -0.95243 3.17973 -0.28036
C4 -1.91076 4.13221 -0.13270
N2 -3.06181 3.44029 0.17551
H1 -3.28547 0.10467 0.63696
H2 -4.49509 0.96324 -0.29002
H3 -4.30510 1.31097 1.43676
H4 0.09205 3.30654 -0.51638
H5 -1.88288 5.20398 -0.20820
H6 -3.96873 3.82992 0.35929
C5 2.13446 -0.12298 4.01385
C6 2.02602 1.24874 3.35755
C7 0.56409 1.27169 2.95239
O1 0.24692 -0.07660 2.57999
C8 1.26731 -0.96150 3.08810
H7 1.71697 -0.10947 5.02482
H8 3.16143 -0.48215 4.03780
H9 2.66035 1.28148 2.46967
H10 2.29714 2.07058 4.01992
H11 0.34426 1.91704 2.10017
H12 -0.08283 1.56298 3.79254
H13 1.86431 -1.33843 2.24842
H14 0.77061 -1.79883 3.58289
O2 0.12423 -0.40547 -2.93503
C9 -0.52876 0.49291 -3.10489
Se1 5.48112 -0.63107 2.26202
Sb1 5.31851 0.63678 0.21058
Se2 3.05225 0.87727 -0.65284
Se3 6.78043 2.46728 -0.25342
Se4 6.28208 -1.49185 -0.87157

Atomic forces in eV per Å
0.172 -0.326 0.736
-0.174 -0.118 -0.060
0.027 0.061 -0.001
-0.047 -0.097 -0.013
0.014 0.099 0.038
-0.159 -0.078 0.026
0.088 0.133 -0.063
0.059 0.024 -0.005
-0.042 -0.066 0.015
0.026 0.001 -0.003
-0.004 0.008 -0.005
0.000 0.006 0.004
0.032 0.004 -0.004
0.005 0.015 -0.004
0.038 0.012 -0.010
0.026 -0.054 -0.052
-0.029 0.037 0.016
-0.069 0.011 -0.005
-0.011 -0.032 0.098
0.007 -0.028 -0.025
-0.002 0.008 0.021
0.015 -0.022 0.015
0.024 0.007 -0.006
-0.007 0.017 0.001
0.050 0.019 0.014
0.024 0.028 -0.039
0.026 0.032 0.067
0.031 0.005 -0.010
0.038 -0.057 -0.416
-0.125 0.197 -0.326
-0.011 -0.153 0.523
0.208 -0.728 -0.780
-0.236 0.299 -0.017
0.178 0.459 0.074
-0.170 0.275 0.196

- Kohn-Sham gap (spin up / spin down) (eV) = 5.0 / 4.6
- charge = -2
- energy (hartree) = -11076.97395
- LUMO (spin up / spin down) (eV) = 3.163 / 2.595
- relative energy (zero: lowest compared OMol25 entry of this formula, charge and spin) (kcal/mol) = 68.6

(4)
Entry from OMol25: C9H14InN2P as an isolated structure at a distorted geometry (ωB97M-V/def2-TZVPD).

Element x y z (Å)
C1 -0.37690 0.17772 -3.56827
C2 -1.16708 1.28528 -3.08939
C3 -0.27242 2.24557 -2.52291
C4 1.06626 1.78477 -2.72639
C5 1.00869 0.51389 -3.36441
In1 -0.54312 -0.98328 -0.79988
P1 -0.11542 -3.41629 -0.84473
H1 -0.74411 -0.68766 -4.13751
H2 -2.25831 1.35568 -3.15048
H3 -0.57813 3.14287 -1.95549
H4 1.85896 -0.08882 -3.70670
H5 1.97935 2.30336 -2.38442
H6 1.21585 -3.67989 -1.44319
H7 -1.29707 -3.89793 -1.59272
H8 -0.18801 -3.68331 0.59791
C6 -0.84983 0.91541 4.17642
N1 -0.16736 0.40216 3.00973
C7 1.01668 -0.31614 3.00988
C8 1.33736 -0.58830 1.72762
N2 0.41354 0.07488 0.90035
C9 -0.52649 0.59806 1.72725
H9 -1.14024 0.09696 4.85205
H10 -0.17158 1.58133 4.73425
H11 -1.74181 1.46971 3.87366
H12 1.52342 -0.56912 3.93674
H13 2.10896 -1.19442 1.30426
H14 -1.39119 1.15751 1.43638

Atomic forces in eV per Å
-0.176 0.687 0.238
0.914 -0.361 0.166
-0.125 -0.648 -0.273
-0.318 -0.218 0.397
-0.269 0.050 0.553
-2.674 2.982 -2.022
1.139 -1.197 -0.167
0.161 0.490 0.238
0.507 -0.031 0.144
0.273 -0.491 -0.593
-0.356 0.337 0.152
-0.613 -0.375 -0.303
-1.351 -1.069 0.649
1.540 -0.065 0.925
0.098 -0.592 -1.505
0.105 0.118 0.755
0.362 -0.055 -0.593
-0.078 -0.315 1.066
-1.198 1.430 -0.691
-0.175 -0.251 2.273
2.396 -0.446 -0.391
0.031 0.221 -0.330
-0.335 -0.146 -0.253
0.218 -0.128 0.017
-0.273 -0.009 -0.238
0.420 0.054 -0.001
-0.225 0.026 -0.212

- Kohn-Sham gap (eV) = 5.2
- energy (hartree) = -992.12978
- LUMO (eV) = -0.228
- relative energy (zero: lowest compared OMol25 entry of this formula, charge and spin) (kcal/mol) = 13.0